[1]
8 unconnected molecules or ions with the total composition C24H52N3O11 at a distorted geometry. Source: the OMol25 dataset; level of theory: the ωB97M-V functional and the def2-TZVPD basis.

Multiplicity   1
DFT total energy   -52700.8513 eV
Kohn-Sham gap   6.9912 eV
Relative energy (zero: lowest compared OMol25 entry of this formula, charge and spin)   0.0 kJ/mol
Total charge   +1

XYZ file:
```
90
C24H52N3O11 the ωB97M-V functional and the def2-TZVPD basis
C 4.99 -1.29 1.38
C 4.34 -1.88 0.13
O 4.18 -3.11 0.05
N 3.81 -0.97 -1.01
H 2.82 -0.98 -1.13
H 4.21 -0.08 -0.64
C 4.51 -1.40 -2.30
H 4.52 -1.51 2.25
H 5.25 -0.25 1.36
H 5.98 -1.74 1.67
H 5.46 -1.08 -2.53
H 3.89 -0.89 -3.18
H 4.55 -2.39 -2.47
C -0.38 4.58 0.56
C -0.08 3.50 1.55
O -0.91 3.12 2.40
N 1.30 2.66 1.55
H 0.93 1.70 1.49
H 1.95 2.99 0.83
C 2.01 2.68 2.87
H 0.25 4.56 -0.30
H -0.30 5.58 0.79
H -1.36 4.44 -0.03
H 2.76 1.85 2.66
H 1.52 2.32 3.81
H 2.62 3.45 3.29
N 0.62 -0.39 0.07
O 1.02 -0.16 1.25
O -0.19 0.50 -0.32
O 1.14 -1.07 -0.77
C -4.99 1.00 1.59
C -4.13 0.77 0.30
C -5.01 1.30 -0.87
O -3.04 1.55 0.48
H -5.69 0.26 1.69
H -5.47 1.91 1.78
H -4.55 0.71 2.61
H -3.91 -0.27 0.13
H -5.68 0.56 -1.36
H -4.27 1.57 -1.75
H -5.52 2.25 -0.73
H -2.40 1.14 -0.14
C -2.60 -2.08 -2.37
C -1.49 -1.78 -3.39
C -1.81 -2.11 -4.71
O -1.18 -0.42 -3.19
H -3.49 -1.82 -2.70
H -2.35 -1.71 -1.32
H -2.65 -3.26 -2.42
H -0.68 -2.29 -2.97
H -2.28 -1.48 -5.41
H -2.27 -3.10 -4.98
H -0.76 -2.08 -5.37
H -0.59 -0.37 -2.42
C -1.04 -4.93 1.23
C -0.36 -3.64 0.97
C 1.07 -3.74 1.64
O -0.39 -3.46 -0.43
H -2.26 -4.90 1.05
H -1.03 -5.37 2.21
H -0.80 -5.86 0.57
H -0.90 -3.01 1.47
H 1.72 -4.59 1.28
H 1.04 -4.03 2.67
H 1.62 -2.88 1.49
H 0.08 -2.64 -0.58
C -1.22 0.97 5.43
C -1.32 -0.43 5.33
C -1.22 -1.04 3.97
O -0.15 -0.89 6.01
H -0.41 1.25 4.95
H -1.09 1.37 6.36
H -1.86 1.69 4.81
H -2.19 -0.99 5.91
H -0.97 -2.08 3.95
H -0.37 -0.67 3.16
H -2.21 -0.75 3.31
H 0.19 -1.63 5.51
C 1.52 4.56 -4.61
C 2.78 3.72 -5.05
C 2.66 2.18 -4.71
O 3.46 1.44 -5.22
C 1.57 1.70 -3.85
C 0.63 2.62 -3.21
C 0.58 3.98 -3.65
O -0.37 4.64 -3.22
H 1.72 5.51 -4.85
H 3.47 4.05 -5.62
H 1.47 0.68 -3.59
H -0.04 2.20 -2.43
```

Löwdin atomic charge list, values in e, 2 entries: number 1, C, carries 0.033; number 2, C, carries -0.285

---

[2]
A molecular structure, C24H52N4O28S6 at a distorted geometry. Source: the OMol25 dataset; level of theory: the ωB97M-V functional and the def2-TZVPD basis.

Multiplicity   1
DFT total energy   -154027.6372 eV
Kohn-Sham gap   9.5752 eV
Relative energy (zero: lowest compared OMol25 entry of this formula, charge and spin)   231.6 kJ/mol

XYZ file:
```
114
C24H52N4O28S6 the ωB97M-V functional and the def2-TZVPD basis
C -4.26 -1.07 -1.71
C -5.17 -2.25 -1.41
O -5.97 -1.85 -0.30
S -5.64 -0.34 0.18
O -4.67 -0.34 1.22
O -6.83 0.43 0.41
O -5.01 0.08 -1.22
H -4.09 -1.03 -2.78
H -3.28 -1.11 -1.25
H -4.55 -3.07 -1.07
H -5.92 -2.48 -2.17
C 0.74 -4.25 1.15
C -0.40 -4.17 2.20
O 0.19 -3.81 3.45
S 1.81 -3.57 3.28
O 2.56 -4.12 4.35
O 2.03 -2.19 2.97
O 1.90 -4.47 1.95
H 0.87 -3.44 0.44
H 0.58 -5.15 0.55
H -0.84 -5.15 2.35
H -1.09 -3.42 1.80
C -3.97 1.75 -4.74
C -2.45 1.59 -4.59
O -1.96 2.63 -5.40
S -2.77 3.96 -5.01
O -2.80 4.83 -6.16
O -2.33 4.46 -3.75
O -4.18 3.15 -4.90
H -4.56 1.27 -3.96
H -4.33 1.25 -5.64
H -2.10 0.57 -4.75
H -2.21 1.74 -3.53
C -0.81 4.23 4.77
C -0.03 5.16 3.91
O 1.31 4.72 4.02
S 1.30 3.06 4.19
O 1.88 2.70 5.44
O 1.71 2.40 2.98
O -0.35 2.98 4.26
H -1.86 4.43 4.57
H -0.52 4.26 5.83
H -0.12 6.21 4.20
H -0.34 5.07 2.86
C 3.73 -2.87 -2.67
C 3.36 -2.22 -1.30
O 3.39 -3.35 -0.46
S 4.69 -4.27 -0.75
O 4.38 -5.63 -0.55
O 5.85 -3.81 -0.02
O 4.68 -3.89 -2.33
H 4.12 -2.24 -3.47
H 2.86 -3.42 -3.02
H 2.30 -1.97 -1.35
H 4.00 -1.46 -0.83
C 4.00 0.86 4.11
C 4.54 0.07 2.96
O 4.83 -1.16 3.61
S 5.17 -1.01 5.18
O 6.55 -1.25 5.45
O 4.17 -1.69 5.95
O 4.88 0.61 5.19
H 3.00 0.45 4.30
H 3.93 1.92 3.88
H 5.48 0.48 2.56
H 3.78 -0.04 2.19
C -0.23 -3.90 -2.72
C -1.57 -4.42 -2.21
O -2.57 -3.72 -2.37
N -1.61 -5.68 -1.77
C -2.77 -6.49 -1.49
H 0.25 -3.28 -1.97
H -0.48 -3.40 -3.65
H 0.45 -4.70 -3.04
H -0.70 -6.07 -1.57
H -2.97 -6.87 -0.49
H -2.82 -7.31 -2.21
H -3.66 -5.89 -1.66
C 0.16 -0.29 1.80
C -0.36 -0.54 0.39
O -1.23 -1.37 0.16
N 0.13 0.30 -0.53
C -0.25 0.31 -1.91
H -0.38 0.60 2.14
H 1.22 -0.12 1.95
H -0.19 -1.11 2.42
H 0.96 0.83 -0.34
H -1.28 -0.04 -2.00
H 0.39 -0.35 -2.51
H -0.23 1.31 -2.34
C 2.92 4.06 0.10
C 3.19 2.69 -0.50
O 2.86 1.63 0.03
N 3.43 2.72 -1.83
C 3.72 3.80 -2.75
H 2.01 4.44 -0.36
H 3.78 4.74 0.05
H 2.92 3.91 1.18
H 3.72 1.81 -2.19
H 4.47 3.55 -3.50
H 4.15 4.69 -2.29
H 2.82 4.06 -3.32
C -2.09 2.25 1.54
C -2.49 3.54 0.79
O -2.04 4.60 1.16
N -3.29 3.28 -0.27
C -3.96 4.38 -0.97
H -1.00 2.19 1.60
H -2.30 1.29 1.07
H -2.33 2.41 2.59
H -3.46 2.34 -0.58
H -4.17 5.19 -0.27
H -4.97 4.08 -1.24
H -3.34 4.79 -1.76
```

Löwdin atomic charge list, values in e, 2 entries: number 1, C, carries -0.172; number 2, C, carries -0.163